20
Properties=species:S:1:pos:R:3:forces:R:3:mulliken_charge:R:1 method="wB97M-V/def2-TZVPD" s_squared=2.003 e_homo_ev="-7.846 / -14.806" homo_lumo_gap_ha="0.18945 / 0.29099" relative_energy_kj_mol=427.2 e_lumo_ev="-2.69 / -6.89" spin_multiplicity=3 total_charge=+1
C -1.31047 -2.23667 0.83725 1.03 -0.92 -0.35 -0.089
C -0.49383 -2.28433 -0.06221 -2.24 0.26 1.84 -0.190
C 0.24806 -2.24134 -1.27046 -2.05 -1.50 -0.08 -1.066
C -0.82747 1.22054 -0.76502 2.41 -0.74 -0.68 -1.311
C 0.58911 0.83197 -0.18499 -3.27 4.18 3.32 -1.027
N 0.16393 0.27509 1.17815 -0.98 -1.46 -2.05 -0.380
N 1.36392 2.10699 0.21048 -2.38 -1.99 0.77 -0.631
H -0.16267 -0.75196 0.88772 0.27 0.93 1.34 0.014
H -1.84139 -2.49685 1.73120 -0.16 0.33 -0.13 0.431
H 1.18774 -2.59018 -1.06707 2.56 -1.11 -0.08 0.381
H 0.28681 -1.27685 -1.62538 0.17 2.20 -1.16 0.359
H -0.34160 -2.87515 -1.93717 0.59 0.02 -0.45 0.314
H -1.34300 0.31395 -0.94651 -0.60 -1.02 -0.74 0.409
H -1.39001 1.68238 0.01761 -0.06 0.83 0.38 0.614
H -0.71942 1.84166 -1.63492 -0.25 0.17 -0.39 0.343
H 0.80563 0.37620 1.91438 2.38 -0.53 1.17 0.642
H -0.62333 0.76560 1.65622 -0.11 0.14 -1.13 0.441
H 2.00410 1.83995 0.98330 1.05 0.16 0.46 0.617
H 0.67192 2.87514 0.59911 -0.27 -0.84 0.44 0.652
H 1.73197 2.62384 -0.52169 1.89 0.87 -2.49 0.478

---

32
Properties=species:S:1:pos:R:3:forces:R:3:mulliken_charge:R:1 method="wB97M-V/def2-TZVPD" e_homo_ev=-11.131 homo_lumo_gap_ha=0.21446 relative_energy_kj_mol=176.5 e_lumo_ev=-5.30 total_charge=+1
C -1.77442 1.15757 2.79845 0.29 0.18 0.58 -0.713
O -1.53232 0.71391 1.44700 0.39 -1.36 -0.64 -0.230
C -0.66209 -0.23252 1.21774 -0.91 0.29 -0.16 -0.464
C -0.76634 -1.07137 0.07407 0.09 0.34 0.00 1.075
C 0.24310 -2.05177 -0.09685 0.03 0.13 -0.15 -0.550
C 0.26476 -2.83424 -1.23691 0.20 -0.06 0.31 -0.704
C -0.70934 -2.67742 -2.23326 0.08 -0.18 0.22 1.084
C -0.64282 -3.53073 -3.46613 -0.16 0.07 -0.17 -1.396
C -1.74426 -1.74577 -2.04092 -0.30 0.22 0.08 -0.660
C -1.79309 -0.94996 -0.91175 0.37 0.10 0.15 -0.441
H -2.55812 1.91074 2.71007 0.16 -0.19 0.11 0.265
H -2.10289 0.30360 3.40496 -0.01 0.31 -0.23 0.336
H -0.86377 1.59094 3.23240 -0.17 -0.09 -0.19 0.347
H 0.11913 -0.40248 1.97040 -0.21 0.02 -0.19 0.317
H 1.00154 -2.14104 0.68069 -0.07 -0.12 -0.27 0.400
H 1.03647 -3.59463 -1.38110 -0.19 0.31 0.14 0.423
H -1.46987 -3.30247 -4.14312 0.15 -0.06 0.07 0.360
H 0.29944 -3.36347 -4.00339 -0.16 0.00 0.15 0.346
H -0.68511 -4.60056 -3.22140 0.02 0.27 0.07 0.354
H -2.52055 -1.66831 -2.80671 0.25 0.07 0.31 0.315
H -2.58000 -0.20982 -0.76653 0.16 -0.24 -0.10 0.453
C 2.52570 3.09093 1.51469 1.28 -0.17 0.04 -0.875
C 3.22784 2.21534 0.66804 -1.05 0.76 0.74 -0.451
C 2.27319 1.56273 -0.19370 -1.14 0.72 0.68 -0.857
C 0.99262 2.03584 0.14441 0.19 -0.95 -1.17 -0.635
C 1.14384 2.99384 1.18301 -1.21 0.76 0.59 0.906
N 0.13456 3.79095 1.68397 -0.55 1.73 0.83 0.598
N -0.60766 4.54324 2.12988 2.56 -2.97 -1.67 -0.550
H 2.89786 3.73757 2.30918 0.11 -0.26 -0.39 0.395
H 4.30500 2.05174 0.65122 -0.41 0.14 0.11 0.438
H 2.50946 0.86266 -0.99428 -0.15 0.20 0.31 0.452
H 0.03815 1.81496 -0.32414 0.36 0.05 -0.13 0.664

---

46
Properties=species:S:1:pos:R:3:forces:R:3:mulliken_charge:R:1 method="wB97M-V/def2-TZVPD" s_squared=8.785 e_homo_ev="-18.610 / -21.354" homo_lumo_gap_ha="0.20451 / 0.13009" e_lumo_ev="-13.05 / -17.81" spin_multiplicity=6 total_charge=+4
N 0.05492 2.25480 -0.41338 -0.09 1.24 -0.05 -0.515
C 0.16518 3.39828 -0.23702 -0.35 -1.54 -1.09 0.636
C 0.22841 4.83224 -0.22957 0.11 0.78 0.37 -1.163
H -0.78163 5.25426 -0.29878 0.16 -0.10 0.01 0.343
H 0.81744 5.17183 -1.08935 -0.03 -0.02 0.17 0.378
H 0.70085 5.19340 0.69092 0.00 0.04 -0.19 0.371
N 1.79831 -1.17365 -0.72573 2.42 -1.58 -1.13 -0.597
C 2.78576 -1.81517 -0.71617 -2.09 1.35 -0.92 0.693
C 3.97570 -2.58930 -0.94781 0.69 -0.49 0.27 -1.037
H 4.59887 -2.11090 -1.72297 -0.25 -0.05 0.31 0.339
H 3.71141 -3.60670 -1.28307 0.00 0.34 0.18 0.342
H 4.57018 -2.67070 -0.02267 -0.14 0.01 -0.27 0.364
N -2.03923 -0.96555 -0.41550 -1.25 -0.44 0.01 -0.521
C -3.04437 -1.52241 -0.23265 1.39 0.97 -1.17 0.670
C -4.33018 -2.15949 -0.23076 -0.65 -0.44 0.43 -1.219
H -4.34452 -2.98587 0.48851 -0.07 0.04 -0.14 0.375
H -4.53963 -2.55341 -1.23203 0.03 0.02 0.17 0.394
H -5.10984 -1.43851 0.04259 0.12 -0.11 -0.06 0.348
Ir 0.20606 -0.13638 0.38301 -0.34 0.25 -1.45 1.648
C 0.08406 -1.72883 1.30953 -0.75 -6.35 4.14 0.345
O 0.03225 -2.64971 2.03945 0.43 3.63 -2.76 -0.412
C 1.61398 0.62287 1.30846 5.39 3.21 4.02 0.355
O 2.43031 1.04699 2.04146 -3.09 -1.85 -2.70 -0.418
C 0.48153 1.35314 -3.32580 0.48 0.89 0.06 -0.261
C -0.91287 1.42215 -3.20352 -0.21 1.04 0.12 -0.219
C -1.67125 0.25241 -3.20402 -1.03 -0.28 0.12 -0.228
C -1.03901 -0.99242 -3.32540 -0.70 -0.76 0.08 -0.242
C 0.34806 -1.06139 -3.44506 0.63 -0.88 -0.14 -0.235
C 1.11054 0.11496 -3.44481 1.05 -0.17 -0.13 -0.244
H 1.07242 2.26985 -3.33717 -0.12 -0.21 -0.05 0.491
H -1.40372 2.39267 -3.11924 0.09 -0.22 -0.07 0.509
H -2.75769 0.30448 -3.12181 0.24 0.01 -0.07 0.509
H -1.63448 -1.90614 -3.33557 0.14 0.19 -0.05 0.492
H 0.84128 -2.02869 -3.55472 -0.13 0.21 -0.02 0.498
H 2.19500 0.05953 -3.55344 -0.25 0.03 -0.02 0.495
Cl -0.98507 3.90019 4.25617 -0.67 -1.72 -0.65 0.084
C -1.48883 2.38926 3.59829 0.77 1.94 0.98 -0.169
C -2.49329 1.61608 4.17731 -0.98 -1.08 0.32 -0.162
C -2.79658 0.38916 3.59849 -0.01 0.64 0.68 -1.116
C -2.07976 -0.01015 2.46040 -0.43 -0.18 0.51 0.178
N -1.13261 0.73855 1.89997 -0.20 2.30 0.52 0.023
C -0.80849 1.91940 2.45577 0.03 -1.11 -0.94 -0.141
H -2.98559 1.98432 5.06530 -0.19 -0.08 0.13 0.535
H -3.54406 -0.30448 3.98933 0.13 0.44 0.13 0.457
H -2.27354 -0.98779 2.01329 0.10 0.42 0.19 0.499
H 0.00654 2.50798 2.02398 -0.38 -0.34 0.20 0.527